Entry 1:
Computed, not measured: one molecule with the formula C6H10O, with the ωB97M-V functional and the def2-TZVPD basis.

Bonds (Å) are listed after each position.
Geometry (Å):
1 C 2.139 0.194 0.324  C2 1.495, H8 1.097, H9 1.096, H10 1.094
2 C 0.696 -0.146 0.135  C1 1.495, C3 1.334, C6 1.523
3 C 0.044 -1.243 0.525  C2 1.334, C4 1.513, H11 1.088
4 C -1.412 -1.194 0.121  C3 1.513, C5 1.538, H12 1.095, H13 1.101
5 C -1.622 0.313 -0.106  C4 1.538, C6 1.536, H14 1.093, H15 1.098
6 C -0.253 0.758 -0.641  C2 1.523, C5 1.536, O7 1.411, H16 1.099
7 O 0.024 2.141 -0.615  C6 1.411, H17 0.960
8 H 2.250 1.149 0.853  C1 1.097
9 H 2.646 0.308 -0.641  C1 1.096
10 H 2.654 -0.577 0.905  C1 1.094
11 H 0.499 -2.091 1.032  C3 1.088
12 H -2.092 -1.636 0.857  C4 1.095
13 H -1.563 -1.737 -0.824  C4 1.101
14 H -2.451 0.559 -0.774  C5 1.093
15 H -1.799 0.805 0.860  C5 1.098
16 H -0.187 0.506 -1.710  C6 1.099
17 H 0.243 2.400 0.283  O7 0.960

Summary:
Energy above the lowest of the compared OMol25 structures with the same formula, charge and spin in kJ/mol: 8.8
SMILES: CC1=CCC[C@H]1O
Charge: 0
Highest occupied orbital energy in eV: -9.0

=====

Entry 2:
Computed, not measured: one molecule with the formula C3H7NO, with the ωB97M-V functional and the def2-TZVPD basis.

Bonds (Å) are listed after each position.
Geometry (Å):
1 C -1.986 -0.241 0.186  N2 1.347, H7 1.079, H8 1.081
2 N -0.778 0.266 0.503  C1 1.347, C3 1.324, H9 1.015
3 C 0.398 0.024 -0.053  N2 1.324, O4 1.368, C5 1.486
4 O 0.401 -0.892 -1.070  C3 1.368, H6 0.972
5 C 1.691 0.332 0.611  C3 1.486, H10 1.094, H11 1.101, H12 1.096
6 H -0.064 -0.465 -1.808  O4 0.972
7 H -2.823 0.065 0.794  C1 1.079
8 H -1.991 -1.165 -0.376  C1 1.081
9 H -0.767 0.998 1.206  N2 1.015
10 H 2.481 0.402 -0.142  C5 1.094
11 H 1.980 -0.460 1.319  C5 1.101
12 H 1.649 1.280 1.159  C5 1.096

Summary:
Energy above the lowest of the compared OMol25 structures with the same formula, charge and spin in kJ/mol: 297.4
Charge: 0
Highest occupied orbital energy in eV: -6.3

=====

| no. | HOMO-LUMO gap (eV) |
| --- | --- |
| 1 | 10.03 |
| 2 | 7.08 |